Below is a 9-piece molecular cluster, C31H83BN3O26S8 overall, with properties calculated with the ωB97M-V functional and the def2-TZVPD basis.

```
152
Properties=species:S:1:pos:R:3:forces:R:3:mulliken_charge:R:1
C 1.428 -0.622 -2.148 0.0 0.1 0.0 -1.24
C 1.783 0.412 -3.232 -0.4 -0.6 -0.3 -0.46
C 0.546 1.019 -3.916 0.3 0.3 0.0 -0.45
C -0.134 2.090 -3.031 0.2 -0.5 0.0 -1.06
C -1.198 1.475 -2.098 0.1 0.1 -0.1 -0.43
N -2.532 2.056 -2.324 -0.3 0.2 -0.1 0.42
C -3.332 1.796 -3.316 0.0 -0.1 0.0 -0.04
N -2.950 0.898 -4.322 -0.4 -0.2 0.2 -0.33
N -4.554 2.431 -3.390 0.6 0.5 0.2 -0.05
C -5.676 1.742 -2.699 -0.4 -0.4 -0.1 -0.66
B -6.223 0.503 -3.551 -0.4 -0.2 -0.3 0.60
O -6.488 -0.664 -2.874 0.9 0.3 0.2 -0.58
O -6.451 0.681 -4.895 0.7 0.1 0.2 -0.54
H 0.483 -1.122 -2.398 0.1 0.0 0.1 0.19
H 1.340 -0.176 -1.151 -0.1 -0.1 -0.1 0.26
H 2.175 -1.416 -2.083 0.0 0.2 0.1 0.38
H 2.336 -0.120 -4.017 0.2 0.3 0.2 0.24
H 2.395 1.225 -2.829 0.1 -0.2 -0.2 0.45
H -0.142 0.194 -4.155 0.0 0.2 0.0 0.39
H 0.840 1.455 -4.878 0.0 0.1 0.2 0.34
H -0.576 2.899 -3.621 0.0 -0.1 0.0 0.39
H 0.647 2.533 -2.403 -0.2 0.1 -0.2 0.51
H -0.972 1.636 -1.041 -0.1 0.0 -0.2 0.25
H -1.274 0.394 -2.249 0.0 0.2 0.0 0.41
H -2.883 2.738 -1.658 0.1 0.1 0.1 -0.15
H -2.935 -0.073 -4.025 0.1 0.0 0.0 0.38
H -2.045 1.142 -4.716 0.0 0.0 0.1 0.09
H -4.445 3.384 -3.056 -0.2 0.0 0.2 0.42
H -5.370 1.408 -1.697 -0.1 0.2 -0.1 0.25
H -6.468 2.483 -2.563 0.1 -0.1 -0.1 0.43
H -6.128 -1.476 -3.242 -0.6 -0.1 -0.2 0.29
H -5.949 0.134 -5.508 -0.4 -0.1 -0.1 0.29
O 3.929 -2.402 1.668 0.0 0.1 0.0 -0.69
S 4.080 -3.282 0.548 -0.1 -0.1 0.2 1.30
O 3.028 -3.315 -0.426 0.0 0.0 -0.2 -0.62
O 4.401 -4.736 1.060 0.0 0.0 -0.1 -0.26
C 3.488 -5.351 2.026 -0.1 -0.1 0.2 -0.04
C 2.250 -5.912 1.368 0.0 0.0 -0.2 -0.99
C 5.617 -2.985 -0.251 0.0 0.0 -0.1 -0.98
H 3.257 -4.621 2.801 0.0 0.1 -0.1 0.34
H 4.072 -6.148 2.479 0.0 0.1 -0.2 0.02
H 1.617 -5.131 0.950 0.0 0.0 0.0 0.36
H 1.680 -6.464 2.112 0.0 0.0 0.0 0.30
H 2.536 -6.586 0.560 0.0 0.0 0.0 0.32
H 6.403 -2.974 0.499 0.0 0.0 0.0 0.33
H 5.534 -2.015 -0.736 0.0 0.0 0.0 0.38
H 5.783 -3.767 -0.987 0.0 0.0 0.0 0.32
O -0.229 2.796 -8.188 0.0 -0.1 0.1 -0.71
S -0.878 3.966 -7.676 0.1 0.1 0.0 1.32
O -1.222 4.000 -6.281 0.0 -0.2 0.1 -0.57
O -2.158 4.280 -8.545 -0.1 0.0 0.1 -0.31
C -3.115 3.211 -8.773 -0.1 -0.2 -0.2 -0.51
C -3.999 2.945 -7.574 0.1 0.1 0.1 -0.38
C 0.041 5.405 -8.075 0.1 0.0 0.0 -1.05
H -2.573 2.320 -9.090 0.1 0.0 0.0 0.33
H -3.700 3.564 -9.618 0.0 0.1 0.0 0.30
H -3.434 2.528 -6.742 0.0 0.0 0.0 -0.18
H -4.776 2.233 -7.853 0.0 0.0 0.0 0.41
H -4.471 3.866 -7.234 0.0 0.0 0.0 0.27
H 0.280 5.381 -9.135 0.0 0.0 0.0 0.36
H 0.948 5.372 -7.474 0.0 0.0 0.0 0.37
H -0.554 6.278 -7.823 0.0 0.0 0.0 0.35
O 0.503 -6.500 4.172 0.1 0.1 -0.1 -0.55
S -0.406 -6.307 5.260 0.0 -0.2 0.0 1.22
O -0.153 -5.256 6.198 -0.1 0.1 0.0 -0.61
O -0.584 -7.679 6.012 0.0 0.0 0.2 -0.33
C 0.636 -8.361 6.426 0.3 -0.2 0.1 -0.25
C 1.253 -7.757 7.666 -0.1 0.2 0.0 -1.02
C -2.050 -6.161 4.653 0.0 0.0 0.0 -1.02
H 1.338 -8.363 5.592 0.0 0.0 0.0 0.23
H 0.323 -9.386 6.610 -0.1 0.0 0.0 0.30
H 1.630 -6.753 7.477 0.0 0.0 0.0 0.25
H 2.085 -8.384 7.985 0.0 0.0 0.0 0.36
H 0.519 -7.696 8.470 0.0 0.0 0.0 0.34
H -2.240 -6.972 3.957 0.0 0.0 0.0 0.35
H -2.109 -5.198 4.149 0.0 0.0 0.0 0.32
H -2.735 -6.196 5.497 0.0 0.0 0.0 0.36
O 4.190 -8.849 5.900 -0.1 0.0 0.0 -0.65
S 4.895 -8.550 4.688 0.0 -0.1 0.1 1.31
O 4.166 -7.984 3.593 0.0 -0.1 0.0 -0.56
O 5.664 -9.843 4.207 0.0 0.0 -0.1 -0.36
C 4.898 -11.075 4.089 -0.1 -0.2 0.1 -0.32
C 4.029 -11.109 2.852 0.0 0.1 0.0 -0.91
C 6.300 -7.554 5.028 0.0 0.0 0.0 -1.11
H 4.317 -11.211 5.001 0.0 0.1 0.0 0.30
H 5.659 -11.850 4.058 0.1 0.1 0.0 0.29
H 3.226 -10.376 2.906 0.0 0.0 0.0 0.22
H 3.587 -12.101 2.755 0.0 0.0 0.0 0.39
H 4.620 -10.897 1.962 0.0 0.0 0.0 0.26
H 6.858 -8.001 5.845 0.0 0.0 0.0 0.37
H 5.922 -6.573 5.309 0.0 0.0 0.0 0.39
H 6.902 -7.487 4.126 0.0 0.0 0.0 0.34
O -3.545 4.986 0.068 -0.1 -0.1 -0.2 -0.71
S -3.970 4.204 1.200 0.2 -0.2 0.3 1.28
O -5.293 3.661 1.209 0.0 0.0 -0.2 -0.65
O -3.692 4.988 2.529 -0.1 0.2 0.0 -0.13
C -4.224 6.347 2.669 0.0 0.3 0.0 -0.31
C -5.704 6.365 2.967 0.0 -0.2 0.0 -1.23
C -2.807 2.916 1.476 0.1 -0.1 0.0 -0.47
H -3.976 6.909 1.768 0.0 -0.1 -0.1 0.36
H -3.645 6.762 3.490 0.0 -0.1 0.0 0.32
H -6.291 6.008 2.123 0.0 0.0 0.0 0.31
H -6.005 7.389 3.189 0.0 0.0 0.0 0.42
H -5.930 5.737 3.828 0.0 0.0 0.0 0.29
H -1.805 3.338 1.486 0.0 0.0 0.0 0.28
H -2.914 2.199 0.662 -0.1 0.0 0.0 0.19
H -3.023 2.418 2.418 0.0 0.0 0.0 0.02
O 4.364 3.407 -4.463 -0.1 0.0 0.0 -0.63
S 4.990 3.750 -5.707 0.1 -0.1 -0.1 1.23
O 4.275 4.566 -6.640 -0.1 0.1 0.0 -0.60
O 5.469 2.421 -6.423 0.0 -0.1 0.0 -0.27
C 4.484 1.375 -6.624 -0.3 -0.2 -0.1 -0.18
C 3.523 1.688 -7.752 0.0 0.1 0.0 -0.85
C 6.583 4.430 -5.418 0.0 0.1 0.0 -1.00
H 3.962 1.203 -5.681 0.0 0.1 0.0 0.15
H 5.067 0.487 -6.855 0.1 0.1 0.0 0.27
H 2.879 2.531 -7.511 0.0 0.0 0.0 0.10
H 2.894 0.819 -7.943 0.0 0.0 0.0 0.40
H 4.071 1.934 -8.661 0.0 -0.1 0.0 0.34
H 7.117 3.787 -4.725 0.0 0.0 0.0 0.32
H 6.424 5.417 -4.988 0.0 0.0 0.0 0.38
H 7.102 4.508 -6.369 0.0 0.0 0.0 0.35
O -2.738 0.131 3.827 0.0 0.1 0.0 -0.66
S -3.485 0.271 5.048 -0.2 0.1 0.0 1.31
O -2.853 0.861 6.184 0.1 0.0 0.0 -0.64
O -4.116 -1.121 5.432 0.1 -0.1 0.0 -0.28
C -3.213 -2.260 5.524 0.1 -0.3 -0.1 -0.32
C -2.390 -2.264 6.790 0.0 0.1 0.1 -0.87
C -4.993 1.115 4.717 0.0 0.0 0.0 -0.96
H -2.586 -2.276 4.631 0.0 0.1 0.0 0.33
H -3.881 -3.118 5.482 -0.1 0.0 0.0 0.21
H -1.677 -1.442 6.806 0.0 0.0 0.0 0.31
H -1.837 -3.202 6.851 0.0 0.0 0.0 0.28
H -3.034 -2.172 7.664 0.0 0.0 0.0 0.29
H -5.479 0.653 3.862 0.0 0.0 0.0 0.31
H -4.734 2.150 4.501 0.0 0.0 0.0 0.31
H -5.620 1.062 5.603 0.0 0.0 0.0 0.40
O -0.300 8.555 4.173 0.0 0.0 0.0 -0.65
S 0.597 8.922 3.118 0.0 -0.1 0.0 1.25
O 0.238 9.994 2.243 0.0 0.1 0.0 -0.62
O 0.916 7.619 2.261 0.0 0.1 -0.1 -0.30
C -0.231 6.863 1.807 -0.2 -0.3 0.0 -0.28
C -0.944 7.499 0.635 0.0 0.2 0.0 -0.86
C 2.213 9.188 3.748 0.0 0.0 0.0 -0.94
H -0.903 6.712 2.653 0.0 0.0 0.0 0.31
H 0.180 5.890 1.538 0.1 0.0 0.0 0.22
H -1.412 8.441 0.919 0.0 0.0 0.0 0.31
H -1.724 6.825 0.277 0.0 -0.1 0.0 0.17
H -0.254 7.711 -0.181 0.0 -0.1 0.0 0.36
H 2.481 8.354 4.390 0.0 0.0 0.0 0.32
H 2.172 10.116 4.314 0.0 0.0 0.0 0.38
H 2.898 9.283 2.910 0.0 0.0 0.0 0.32
```
Positions in Å, forces in eV/Å.

Results
Frontier orbital gap   0.3231 Eh
Energy above the lowest of the compared OMol25 structures with the same formula, charge and spin   0.000 eV
Charge   +1
Highest occupied orbital energy   -0.43720 Ha


Below is C19H21BrNPtS4 as an isolated structure, with properties calculated with the ωB97M-V functional and the def2-TZVPD basis.

```
47
Properties=species:S:1:pos:R:3:forces:R:3:mulliken_charge:R:1
Pt 0.132 0.401 0.118 0.0 -0.1 0.3 0.75
C -3.288 0.046 2.052 0.0 0.0 0.0 -0.56
C -2.099 0.043 2.997 0.1 0.0 0.1 -0.75
S -0.367 0.150 2.373 -0.2 -0.2 -0.2 -0.06
C 0.307 -1.535 2.504 0.1 0.1 -0.1 -0.97
C -0.291 -2.527 1.536 -0.2 -0.1 -0.1 -0.56
S -0.167 -1.950 -0.209 0.2 0.0 0.5 0.02
C -1.844 -2.176 -0.872 0.0 -0.1 -0.2 -0.82
C -2.943 -1.207 -0.465 0.1 0.0 0.0 -0.15
S -3.632 -1.502 1.186 0.0 0.1 0.0 -0.03
H -3.271 0.884 1.353 0.0 0.0 0.0 0.22
H -4.157 0.210 2.693 0.0 0.0 0.0 0.46
H -2.085 -0.860 3.610 0.0 0.0 0.0 0.55
H -2.146 0.899 3.674 0.0 0.0 0.0 0.54
H 0.187 -1.863 3.539 -0.1 0.0 0.0 0.60
H 1.377 -1.396 2.337 0.0 0.0 0.0 0.40
H -1.346 -2.714 1.730 0.0 0.0 0.1 0.32
H 0.265 -3.465 1.588 0.0 0.0 -0.1 0.54
H -2.075 -3.209 -0.595 -0.1 0.0 0.0 0.53
H -1.698 -2.168 -1.954 0.0 0.0 0.0 0.43
H -3.750 -1.318 -1.190 0.0 -0.1 0.0 0.52
H -2.599 -0.174 -0.532 0.0 0.0 0.0 -0.20
Br -2.559 6.170 -0.943 0.0 0.0 0.0 0.11
C -1.881 4.530 -0.525 -0.1 0.1 0.0 0.14
C -1.612 4.220 0.837 0.1 0.0 0.0 -0.67
C -1.135 2.991 1.181 -0.1 0.1 0.1 0.30
C -0.830 2.059 0.152 0.4 0.0 -0.2 0.05
C -1.167 2.354 -1.210 -0.3 0.1 -0.1 -0.04
C -1.649 3.587 -1.550 0.2 -0.1 0.0 -0.91
H -1.784 4.974 1.595 0.0 0.0 0.0 0.50
H -0.912 2.791 2.222 0.0 -0.1 0.0 0.57
H -0.994 1.627 -2.001 -0.1 -0.1 0.0 0.36
H -1.859 3.841 -2.580 0.0 0.0 0.0 0.49
S 4.319 0.503 -1.486 0.0 0.0 0.0 -0.06
C 3.009 0.577 -0.447 0.1 0.0 0.0 -0.20
N 1.852 0.172 -0.959 -0.2 0.5 -0.4 -0.05
C 1.980 -0.208 -2.303 0.0 -0.2 0.1 0.47
C 0.975 -0.655 -3.159 0.0 0.0 0.1 -0.28
C 1.323 -0.988 -4.451 0.1 0.0 0.0 -1.01
C 2.648 -0.873 -4.899 -0.1 0.0 0.0 -0.66
C 3.647 -0.424 -4.063 0.0 0.0 0.0 -0.50
C 3.295 -0.092 -2.755 0.0 0.0 0.0 0.73
H 3.113 0.921 0.573 0.0 0.0 0.0 0.42
H -0.055 -0.742 -2.828 0.0 0.1 0.0 0.13
H 0.565 -1.342 -5.136 0.0 0.0 0.0 0.45
H 2.887 -1.138 -5.919 0.0 0.0 0.0 0.43
H 4.667 -0.328 -4.410 0.0 0.0 0.0 0.46
```
Positions in Å, forces in eV/Å.

Results
Frontier orbital gap (spin up / spin down)   0.1718 / 0.1717 Eh
Charge   +3
Highest occupied orbital energy (spin up / spin down)   -0.64652 / -0.64652 Ha


- Which of these has the lowest charge?
  C31H83BN3O26S8


- Which value of charge does entry 2 give?
  +3


- What is the formula in the first record?
  C31H83BN3O26S8